Entry 1:
# C5H5N2

An isolated ion of composition C5H5N2 and charge +1 (wB97M-V/def2-TZVPD, the Open Molecules 2025 dataset).

## Properties
HOMO	-15.86	eV
LUMO level	-6.03	eV
SMILES	C[N+]#C/C=C\C#N
energy above the lowest of the compared OMol25 structures with the same formula, charge and spin	0.870	eV

```
! wB97M-V def2-TZVPD RIJCOSX def2/J DEFGRID3
* xyz 1 1
C -0.82491 -2.18300 -0.03801
N -0.86207 -0.82019 -0.02863
C -0.80761 0.30284 0.23387
C -0.44806 1.64459 0.31551
C 0.77623 2.07950 0.04282
C 1.82789 0.98180 -0.57424
N 2.45723 0.03733 -0.90469
H -0.90894 -2.54742 1.09415
H 0.20042 -2.43207 -0.41403
H -1.63233 -2.64697 -0.65065
H -1.00006 2.43928 0.86476
H 1.22220 3.14431 0.05913
*
```

Löwdin population analysis, charges in e, atoms 1 to 4: atom 1 (C): -0.020, atom 2 (N): 0.149, atom 3 (C): 0.098, atom 4 (C): -0.064


Entry 2:
# C4H4S

A 2-piece molecular cluster, C4H4S overall (wB97M-V/def2-TZVPD, the Open Molecules 2025 dataset).

## Properties
HOMO (alpha / beta)	-8.14 / -8.73	eV
LUMO level (alpha / beta)	-0.93 / -1.15	eV
energy above the lowest of the compared OMol25 structures with the same formula, charge and spin	6.593	eV

```
! wB97M-V def2-TZVPD RIJCOSX def2/J DEFGRID3
* xyz 0 1
C 0.35835 1.20962 -0.71178
C 1.14207 0.17008 -0.64240
C -1.06509 -0.90418 0.34291
C -0.08490 0.14819 0.18753
S -0.75295 -2.52330 0.31356
H 0.14118 2.11728 -1.15392
H 1.99758 -0.39757 -1.02130
H -1.96823 -0.52415 0.55857
H 0.23200 0.70403 2.12683
*
```

Löwdin population analysis, charges in e, atoms 1 to 4: atom 1 (C): 0.007, atom 2 (C): 0.010, atom 3 (C): -0.682, atom 4 (C): -0.337


Entry 3:
# C3H5NO2

One molecule with the formula C3H5NO2 (wB97M-V/def2-TZVPD, the Open Molecules 2025 dataset).

## Properties
HOMO	-9.71	eV
LUMO level	0.27	eV
SMILES	CC(=O)C(N)=O
energy above the lowest of the compared OMol25 structures with the same formula, charge and spin	0.145	eV

```
! wB97M-V def2-TZVPD RIJCOSX def2/J DEFGRID3
* xyz 0 1
C 0.31172 0.99460 -1.37488
C -0.46678 0.18972 -0.37719
O -1.67651 0.16486 -0.30542
C 0.37192 -0.62755 0.62810
N -0.35513 -1.02828 1.69144
O 1.55475 -0.84751 0.44303
H -0.33819 1.30119 -2.19665
H 0.69550 1.88955 -0.86809
H 1.18018 0.43531 -1.72896
H -1.34952 -0.86115 1.69461
H 0.07206 -1.61074 2.39402
*
```

Löwdin population analysis, charges in e, atoms 1 to 4: atom 1 (C): -0.005, atom 2 (C): -0.351, atom 3 (O): 0.095, atom 4 (C): -0.481


Entry 4:
# C3H7IS

C3H7IS as an isolated structure (wB97M-V/def2-TZVPD, the Open Molecules 2025 dataset).

## Properties
HOMO	-9.12	eV
LUMO level	0.26	eV
energy above the lowest of the compared OMol25 structures with the same formula, charge and spin	0.227	eV

```
! wB97M-V def2-TZVPD RIJCOSX def2/J DEFGRID3
* xyz 0 1
C 0.00292 -0.22705 -1.45316
C -0.53296 0.33038 -0.07940
C 0.12393 -0.34669 1.18073
S -0.36218 0.20105 2.85043
I -0.39425 -2.47998 1.27671
H -0.28281 -1.30168 -1.59365
H 1.04747 -0.06036 -1.36996
H -0.50413 0.13747 -2.40538
H -0.36623 1.39641 -0.10212
H -1.69303 0.28468 0.11631
H 1.19387 -0.29526 1.13236
H -0.72460 1.51572 2.79301
*
```

Löwdin population analysis, charges in e, atoms 1 to 4: atom 1 (C): -0.132, atom 2 (C): -0.365, atom 3 (C): -1.082, atom 4 (S): 0.571


Entry 5:
# C2H4N2S

C2H4N2S as an isolated structure (wB97M-V/def2-TZVPD, the Open Molecules 2025 dataset).

## Properties
HOMO (alpha / beta)	-8.09 / -8.09	eV
LUMO level (alpha / beta)	-0.78 / -0.78	eV
energy above the lowest of the compared OMol25 structures with the same formula, charge and spin	3.669	eV

```
! wB97M-V def2-TZVPD RIJCOSX def2/J DEFGRID3
* xyz 0 1
C 2.44325 0.20195 0.53106
C -1.96081 -0.20732 0.17484
N 3.22615 0.60804 -0.24264
N -0.77118 -0.26241 -0.57616
S 0.46957 -0.99590 -0.00687
H -2.21395 -1.19986 0.61877
H -1.78445 0.48611 1.11173
H -2.79384 0.37742 -0.45189
H 3.38525 0.99198 -1.15884
*
```

Löwdin population analysis, charges in e, atoms 1 to 4: atom 1 (C): -0.220, atom 2 (C): -0.304, atom 3 (N): 0.060, atom 4 (N): -0.586


Entry 6:
# C5H10O

One molecule with the formula C5H10O (wB97M-V/def2-TZVPD, the Open Molecules 2025 dataset).

## Properties
HOMO	-9.10	eV
LUMO level	1.12	eV
SMILES	COC1(C)CC1
energy above the lowest of the compared OMol25 structures with the same formula, charge and spin	1.526	eV

```
! wB97M-V def2-TZVPD RIJCOSX def2/J DEFGRID3
* xyz 0 1
C 2.03707 -0.37157 0.33030
O 1.07948 0.65221 0.30340
C -0.24830 0.32376 -0.00466
C -1.02287 1.61459 -0.11523
C -0.61430 -0.81643 -0.90656
C -0.93683 -0.87643 0.57616
H 1.78229 -1.16967 1.04110
H 2.20711 -0.80987 -0.66382
H 2.96351 0.09483 0.66779
H -2.10115 1.43498 -0.18271
H -0.83298 2.22911 0.77035
H -0.71007 2.17975 -0.99950
H -1.42563 -0.66203 -1.61441
H 0.16581 -1.48040 -1.26890
H -0.37001 -1.57838 1.18214
H -1.97312 -0.76444 0.88454
*
```

Löwdin population analysis, charges in e, atoms 1 to 4: atom 1 (C): -0.102, atom 2 (O): -0.118, atom 3 (C): -0.544, atom 4 (C): -0.012